1.
Density functional theory data (ωB97M-V with the def2-TZVPD basis set) for a molecular structure, C8H16CaO20PS4 at a distorted geometry.

```
50
Properties=species:S:1:pos:R:3:lowdin_charge:R:1
Ca -7.560 -5.540 13.147 1.107
S -8.966 -2.234 17.639 0.785
S -2.840 -3.607 15.791 0.744
S -7.981 0.382 10.260 0.732
S -8.703 -5.834 7.203 0.784
P -9.434 -8.474 13.920 -0.220
O -10.108 -7.352 13.046 -0.451
O -9.117 -0.681 18.031 -0.221
O -9.840 -4.611 6.957 -0.215
O -1.517 -4.539 15.955 -0.195
O -8.838 0.741 8.926 -0.231
O -8.177 -8.668 13.124 -0.396
O -8.914 -7.613 15.064 -0.436
O -8.255 -2.298 16.330 -0.266
O -8.411 1.072 11.515 -0.273
O -10.269 -2.928 17.875 -0.249
O -7.879 -5.272 5.882 -0.230
O -3.262 -3.694 17.418 -0.165
O -2.479 -2.248 15.391 -0.247
O -7.929 -2.429 18.958 -0.215
O -9.218 -7.161 6.835 -0.248
O -7.802 -1.049 10.414 -0.238
O -10.021 -9.817 14.385 -0.457
O -6.656 1.209 9.678 -0.202
O -8.054 -5.649 8.534 -0.260
O -3.832 -4.360 15.003 -0.292
C -2.537 -4.582 18.092 -0.267
C -8.105 -1.414 19.934 -0.162
C -7.010 2.072 8.629 -0.198
C -10.087 -4.411 5.591 -0.200
C -9.285 -0.501 19.377 -0.200
C -8.542 2.020 8.278 -0.102
C -8.645 -4.402 5.013 -0.156
C -1.286 -4.852 17.312 -0.177
H -6.781 3.020 9.115 0.122
H -2.320 -4.137 19.063 0.135
H -0.456 -4.186 17.549 0.126
H -7.191 -0.821 19.923 0.120
H -9.134 2.785 8.781 0.118
H -10.633 -3.491 5.385 0.132
H -9.222 0.517 19.761 0.132
H -10.279 -0.889 19.596 0.119
H -6.357 2.055 7.756 0.124
H -8.282 -1.789 20.942 0.124
H -10.609 -5.270 5.168 0.121
H -8.845 2.173 7.242 0.126
H -8.530 -4.848 4.025 0.124
H -8.322 -3.363 4.941 0.118
H -0.752 -5.802 17.322 0.138
H -3.164 -5.433 18.360 0.139
```

Values from the calculation:
2S+1   1
DFT total energy   -4430.6817 Eh
LUMO energy   1.444 eV
Gap between HOMO and LUMO   0.124 Ha
ΔE to the lowest compared entry with this formula, charge and spin   10.884 eV
Charge   -1

***

2.
Density functional theory data (ωB97M-V with the def2-TZVPD basis set) for a molecular structure, C26H64MnO14 at a distorted geometry.

```
105
Properties=species:S:1:pos:R:3:lowdin_charge:R:1
Mn 0.605 1.247 1.820 1.008
O -5.058 1.158 -5.384 -0.168
O -2.556 -3.474 4.641 -0.162
O 1.672 0.838 3.576 -0.283
O 2.636 -4.843 -1.853 -0.162
O -1.812 5.499 -2.076 -0.162
O 2.527 0.917 1.036 -0.271
O 3.990 -5.390 0.772 -0.170
O -2.334 1.963 -4.270 -0.166
O 0.371 7.124 -0.873 -0.194
O -0.347 1.646 0.126 -0.354
O 2.261 -1.259 -4.095 -0.128
O -1.396 -1.320 6.483 -0.212
O -0.142 -0.643 1.785 -0.336
O -0.320 -2.234 -3.941 -0.149
C 2.795 0.039 3.224 -0.173
C 1.264 -0.588 -3.398 -0.243
C -1.380 2.380 -3.315 -0.103
C -2.495 -2.186 6.712 -0.207
C 3.400 -1.130 -3.402 -0.174
C 2.336 -5.844 -0.893 -0.209
C 3.209 -5.379 1.963 -0.083
C -0.948 6.305 -2.732 -0.283
C -0.659 -0.739 0.519 -0.410
C -0.027 -0.866 -4.055 -0.192
C -0.361 7.478 -2.014 -0.232
C -4.009 0.395 -4.786 -0.209
C -0.739 -2.597 -2.672 -0.117
C -1.396 -0.165 7.269 -0.128
C -6.112 1.450 -4.512 -0.124
C 3.485 0.586 2.000 -0.171
C 1.064 0.415 4.851 -0.029
C -3.273 1.039 -3.692 -0.215
C 0.415 8.175 0.028 -0.132
C 3.540 -6.282 -0.117 -0.286
C -2.296 -3.488 5.980 -0.270
C -1.186 0.559 -0.036 -0.392
C -1.266 4.742 -0.933 -0.066
C 2.998 0.906 -0.299 -0.045
C 2.755 -3.543 -1.319 -0.092
C -1.554 -2.784 3.861 -0.069
H 1.168 7.952 0.772 0.084
H 0.025 -2.354 -1.911 0.050
H 4.345 -6.459 -0.829 0.138
H 3.668 1.746 -0.528 0.109
H -0.127 5.738 -3.213 0.128
H -1.641 -2.945 2.799 0.076
H -0.551 -3.112 4.192 0.091
H 1.033 -0.669 4.987 0.102
H 1.474 -5.502 -0.282 0.127
H 2.418 -3.544 -0.287 0.087
H 3.729 -4.752 2.679 0.084
H -0.799 -0.257 -3.555 0.086
H 4.130 -1.845 -3.745 0.102
H -2.030 4.016 -0.627 0.080
H 3.798 -3.226 -1.429 0.095
H -0.706 1.551 -3.042 0.062
H -1.256 -3.835 6.179 0.133
H -1.615 -1.714 4.066 0.073
H -0.748 3.154 -3.757 0.095
H -3.446 -1.703 6.389 0.141
H -2.725 0.285 -3.103 0.101
H -0.823 -3.681 -2.687 0.098
H -1.506 6.745 -3.567 0.133
H -1.113 8.259 -1.815 0.129
H 2.212 -4.939 1.792 0.084
H 0.351 7.928 -2.745 0.135
H 0.135 -1.134 -0.184 0.092
H -0.407 0.288 7.226 0.069
H 3.744 -0.084 -3.515 0.104
H 2.153 -2.860 -1.924 0.055
H 0.018 0.732 4.857 0.090
H -5.779 2.015 -3.631 0.077
H 1.214 -1.014 -2.374 0.095
H -0.385 4.150 -1.204 0.083
H 0.695 9.111 -0.480 0.092
H 1.573 0.904 5.692 0.099
H 1.503 0.487 -3.329 0.136
H 1.926 -6.696 -1.453 0.130
H -1.478 -1.493 0.482 0.110
H -1.537 0.404 -1.079 0.085
H -2.148 0.571 6.927 0.099
H 3.456 0.045 4.094 0.139
H -3.293 0.135 -5.580 0.136
H 2.440 -0.982 3.055 0.138
H 4.050 1.495 2.226 0.142
H -6.827 2.041 -5.070 0.086
H 4.155 -0.165 1.585 0.138
H 3.519 -0.023 -0.545 0.088
H 3.238 -1.303 -2.323 0.042
H -6.605 0.523 -4.160 0.094
H -0.564 8.302 0.510 0.095
H -3.927 1.616 -3.012 0.126
H -1.684 -2.126 -2.359 0.094
H -1.122 5.375 -0.053 0.081
H 3.080 -6.389 2.375 0.093
H -1.604 -0.347 8.343 0.094
H -1.863 2.809 -2.444 0.065
H -2.124 0.801 0.537 0.115
H -4.362 -0.625 -4.467 0.138
H 3.326 -7.260 0.356 0.130
H -2.645 -2.354 7.802 0.128
H -0.010 -0.635 -5.117 0.146
H -2.913 -4.249 6.473 0.129
H 2.127 0.993 -0.949 0.083
```

Values from the calculation:
2S+1   6
DFT total energy   -3233.0593 Eh
LUMO energy (alpha / beta)   -0.030 / -0.355 eV
Gap between HOMO and LUMO (alpha / beta)   0.286 / 0.280 Ha
Charge   0

***

3.
Density functional theory data (ωB97M-V with the def2-TZVPD basis set) for 2 unconnected molecules or ions with the total composition CHNO2S at a distorted geometry.

```
6
Properties=species:S:1:pos:R:3:lowdin_charge:R:1
S -1.675 -0.056 0.466 0.691
O 0.606 1.748 -1.069 0.205
O 0.840 -0.528 -0.890 0.122
N -0.652 -0.692 1.443 -0.448
C 0.688 0.611 -0.940 -0.545
H 0.194 -1.083 0.990 -0.026
```

Values from the calculation:
2S+1   1
DFT total energy   -642.0888 Eh
LUMO energy (alpha / beta)   -1.435 / -1.443 eV
SMILES   O=C=O.N=S
Gap between HOMO and LUMO (alpha / beta)   0.273 / 0.272 Ha
ΔE to the lowest compared entry with this formula, charge and spin   0.049 eV
Charge   0

***

4.
Density functional theory data (ωB97M-V with the def2-TZVPD basis set) for 8 unconnected molecules or ions with the total composition C16H48O16 at a distorted geometry.

```
80
Properties=species:S:1:pos:R:3:lowdin_charge:R:1
O 0.599 -15.041 -17.454 -0.051
O -4.275 -11.305 -19.812 -0.084
O -3.253 -13.912 -20.441 -0.064
O -1.260 -11.460 -14.930 -0.067
O -2.373 -13.242 -12.849 -0.064
O -3.606 -15.940 -13.048 -0.048
O -3.247 -12.147 -17.363 -0.102
O -6.945 -10.455 -17.609 -0.107
O 3.539 -13.507 -12.631 -0.072
O -1.433 -17.227 -17.282 -0.072
O -9.013 -10.878 -19.572 -0.067
O -5.443 -14.725 -18.846 -0.081
O -5.813 -12.985 -16.487 -0.074
O 0.533 -14.925 -12.404 -0.066
O 1.097 -12.125 -13.070 -0.061
O 0.556 -17.026 -15.342 -0.094
C -1.316 -11.119 -16.298 -0.226
C -6.345 -14.287 -16.631 -0.233
C 0.183 -15.257 -13.734 -0.244
C -6.993 -9.728 -18.889 -0.186
C -0.789 -14.928 -17.680 -0.268
C -3.828 -13.055 -21.394 -0.269
C -1.483 -16.134 -18.222 -0.207
C 0.252 -16.776 -13.965 -0.187
C -3.743 -13.511 -12.976 -0.248
C 2.306 -11.837 -13.739 -0.256
C -6.654 -14.664 -18.058 -0.202
C -2.732 -10.922 -16.799 -0.191
C 3.420 -12.081 -12.768 -0.229
C -8.447 -9.614 -19.194 -0.241
C -4.012 -14.773 -13.762 -0.238
C -3.633 -11.612 -21.033 -0.235
H -2.539 -15.876 -18.357 0.111
H -2.712 -16.173 -13.313 0.057
H 4.372 -11.726 -13.176 0.119
H 1.056 -17.181 -13.357 0.123
H -2.886 -10.158 -17.562 0.117
H -3.675 -14.774 -20.508 0.081
H -6.479 -8.785 -18.700 0.124
H -3.395 -14.694 -14.670 0.117
H -4.900 -13.258 -21.547 0.126
H -6.559 -12.372 -16.483 0.082
H -1.692 -12.307 -14.760 0.066
H -5.055 -14.817 -14.075 0.105
H -1.283 -14.609 -16.736 0.112
H 4.250 -13.720 -12.021 0.086
H -0.285 -17.134 -15.802 0.034
H -1.021 -14.043 -18.274 0.112
H -7.295 -14.368 -16.080 0.130
H 0.344 -11.922 -13.639 0.059
H -0.838 -14.913 -13.958 0.087
H 3.179 -11.619 -11.809 0.124
H -1.345 -18.046 -17.775 0.099
H -2.560 -11.379 -20.999 0.126
H 2.433 -12.523 -14.590 0.125
H -3.316 -10.633 -15.915 0.129
H -5.692 -15.044 -16.201 0.111
H 0.848 -14.759 -14.443 0.122
H -8.675 -8.934 -20.016 0.122
H -7.010 -15.695 -18.066 0.124
H -9.006 -9.244 -18.329 0.122
H -0.826 -11.893 -16.904 0.118
H -4.068 -11.006 -21.826 0.122
H -4.236 -12.672 -13.480 0.119
H 2.371 -10.823 -14.149 0.122
H -0.734 -17.208 -13.780 0.112
H -1.083 -16.406 -19.202 0.130
H -6.437 -10.374 -19.566 0.101
H 1.253 -14.284 -12.463 0.050
H -4.232 -13.541 -11.993 0.128
H -6.027 -10.539 -17.333 0.059
H -9.127 -11.380 -18.760 0.073
H -0.714 -10.227 -16.480 0.124
H 0.754 -15.860 -16.965 0.052
H -3.446 -13.253 -22.413 0.121
H -3.860 -11.800 -19.082 0.038
H -4.071 -12.412 -16.928 0.045
H -1.967 -13.839 -12.210 0.093
H -7.361 -14.009 -18.572 0.122
H -5.067 -13.836 -18.860 0.053
```

Values from the calculation:
2S+1   1
DFT total energy   -1842.1348 Eh
LUMO energy   0.407 eV
SMILES   OCCO.OCCO.OCCO.OCCO.OCCO.OCCO.OCCO.OCCO
Gap between HOMO and LUMO   0.360 Ha
ΔE to the lowest compared entry with this formula, charge and spin   0.223 eV
Charge   0